1.
C42H41BiN6O4PS as an isolated structure, computed with the ωB97M-V functional and the def2-TZVPD basis.

Each line ends with the Mulliken charge.
Cartesian coordinates (Å):
Bi 1.319 0.424 0.147  2.101
S -3.272 0.451 2.774  -0.251
P -1.982 -1.550 -1.322  1.487
O 4.057 2.710 -2.180  -0.729
O 0.362 2.921 -0.795  0.160
O 1.149 2.673 1.678  0.644
O 3.364 -1.078 3.644  -0.731
N 1.496 -1.989 0.780  0.165
N -0.697 0.278 2.444  0.683
N 2.860 0.100 1.723  0.556
N 3.165 1.447 -0.458  0.433
N -1.772 1.596 0.840  0.019
N 1.825 -0.043 -2.242  -0.008
C 5.313 2.640 2.930  -0.779
C 2.046 -2.123 1.990  0.455
C -0.563 -1.801 5.521  -1.008
C 2.781 1.124 -4.086  -0.677
C 0.803 -4.266 0.858  -0.975
C -3.986 -3.827 -4.110  -0.775
C -4.935 1.336 -1.383  -0.538
C 4.750 3.035 0.622  -0.707
C -2.850 -1.247 4.988  -0.624
C -1.704 -4.573 -4.093  -0.952
C 1.222 2.635 3.106  -1.323
C -2.373 -0.527 3.901  0.967
C -3.687 -2.881 -3.143  -0.358
C 1.041 4.008 1.198  -0.903
C 1.169 3.994 -0.307  -0.421
C -2.862 0.468 -3.003  -0.862
C -2.837 -2.313 0.107  -1.306
C -1.772 0.813 1.956  -0.438
C 1.190 -0.852 -3.095  -0.694
C -1.009 -0.461 3.591  -0.712
C -2.391 -2.765 -2.637  0.641
C -3.100 -0.182 -1.792  0.323
C 3.355 1.815 -1.742  0.238
C -1.407 -3.621 -3.124  -0.100
C -1.929 -1.893 5.792  -0.576
C 3.917 1.926 0.640  0.003
C 3.762 1.176 1.827  -0.029
C -0.367 3.198 -1.985  -0.864
C 2.609 0.928 -2.727  0.073
C -2.993 -4.675 -4.588  -0.483
C 2.819 -0.950 2.560  0.100
C 0.891 -3.043 0.224  -1.202
C 1.983 -3.310 2.701  -0.664
C 5.446 3.387 1.776  -0.796
C 2.130 0.277 -4.968  -0.518
C 4.470 1.534 2.965  -0.690
C 1.323 -0.733 -4.465  -0.953
C -3.653 1.535 -3.403  -0.483
C 1.350 -4.397 2.127  -0.633
C -4.152 0.257 -0.991  -0.675
C -4.687 1.978 -2.588  -0.654
C -0.093 -1.089 4.432  -0.464
H 2.203 3.832 -0.614  -0.072
H 1.290 -5.338 2.656  0.463
H -3.908 -1.290 5.209  0.434
H -3.885 -2.526 -0.110  0.470
H 0.303 3.043 3.537  0.365
H 2.445 -3.344 3.677  0.539
H -3.228 -5.412 -5.345  0.397
H -0.910 2.292 -2.246  -0.038
H 0.801 -1.421 -5.115  0.556
H 0.316 -5.094 0.363  0.529
H -2.328 -3.251 0.336  0.469
H 1.830 4.628 1.634  0.606
H -5.754 1.662 -0.754  0.463
H -5.305 2.810 -2.899  0.410
H -1.082 4.008 -1.819  0.391
H 6.105 4.245 1.754  0.432
H -4.995 -3.904 -4.493  0.431
H -3.464 2.020 -4.353  0.466
H -2.642 1.990 0.522  0.309
H -2.057 0.128 -3.648  0.393
H 0.970 -0.998 4.258  0.658
H 1.328 1.596 3.400  0.176
H 3.425 1.928 -4.410  0.547
H -4.467 -2.219 -2.786  0.368
H 2.087 3.206 3.448  0.414
H -0.390 -3.567 -2.749  0.273
H -0.926 -5.232 -4.458  0.434
H -2.271 -2.457 6.649  0.407
H -0.963 2.189 0.698  -0.270
H 0.068 4.414 1.503  0.366
H 4.361 0.945 3.862  0.544
H 0.306 3.471 -2.803  0.386
H 4.871 3.598 -0.290  0.515
H 0.549 -1.601 -2.655  0.970
H 5.866 2.910 3.820  0.418
H 0.144 -2.286 6.181  0.461
H 2.252 0.401 -6.036  0.456
H -2.763 -1.672 0.986  0.075
H -4.370 -0.243 -0.055  0.440
H 0.829 4.948 -0.717  0.555
H 0.466 -2.885 -0.756  1.299

Results
- LUMO energy: -2.60 eV
- Net charge: +1
- Gap between HOMO and LUMO: 7.5 eV
- HOMO energy: -10.099 eV
- Energy relative to the best compared isomer or geometry (same formula, charge and spin): 0.0 kcal per mole

***

2.
C42H41BrO2P2Ru as an isolated structure in a non-equilibrium geometry, computed with the ωB97M-V functional and the def2-TZVPD basis.

Each line ends with the Löwdin spin population.
Cartesian coordinates (Å):
Ru -1.063 1.818 1.109  1.658
Br -4.326 3.269 4.454  0.215
P 0.198 -3.036 -1.969  0.310
P 2.188 -1.145 -2.395  0.273
O -1.946 5.192 1.214  0.055
O -3.124 3.318 1.737  0.051
C 3.239 -0.955 -4.971  0.008
C -2.945 -4.164 1.232  0.019
C -5.086 7.347 4.337  0.088
C 2.662 0.369 -1.522  0.044
C 1.425 1.203 2.994  0.010
C -0.632 -3.829 0.616  0.021
C -4.233 5.102 4.002  0.240
C 4.733 -1.978 -3.347  0.012
C 1.713 -3.410 -1.082  0.015
C -0.838 -5.582 -2.862  0.024
C 1.075 -4.742 -4.061  0.018
C 1.561 2.041 -0.207  0.010
C 2.634 -2.407 -1.157  0.002
C 0.897 2.402 2.313  0.039
C 3.890 2.320 -0.804  0.001
C -1.033 -3.409 -0.657  0.059
C -1.585 -4.255 1.538  0.001
C 2.772 2.746 -0.089  0.018
C -1.552 0.852 2.893  0.003
C 4.186 -1.194 -5.978  -0.001
C -4.727 7.657 3.032  0.186
C -3.722 5.466 2.724  0.157
C 0.222 -6.984 -4.545  0.023
C 0.093 -4.553 -3.069  0.046
C 1.131 -5.940 -4.787  -0.001
C 3.506 -1.372 -3.653  0.044
C -4.829 6.067 4.833  0.034
C 3.801 1.182 -1.616  0.018
C -2.873 4.572 1.789  0.004
C -2.348 1.827 -0.443  0.105
C 1.594 0.756 -0.700  0.028
C -3.364 -3.623 0.010  -0.002
C -2.406 -3.222 -0.927  0.018
C -1.114 1.519 4.215  0.005
C 5.660 -2.228 -4.373  0.003
C 5.399 -1.835 -5.695  0.004
C -0.748 2.977 4.041  -0.001
C 0.743 -0.161 2.685  0.010
C -0.768 -6.791 -3.570  0.000
C -0.228 3.194 2.663  -0.014
C -4.070 6.732 2.226  -0.005
C -0.658 -0.011 2.151  0.036
H 2.288 -0.459 -5.180  0.002
H -3.369 1.683 -0.033  0.019
H 1.447 1.368 4.077  0.002
H 1.675 2.975 1.814  0.001
H 3.970 -0.893 -7.000  0.000
H 0.413 -3.852 0.911  0.001
H 6.583 -2.751 -4.132  0.000
H -3.684 -4.543 1.934  0.001
H -5.108 5.782 5.847  -0.001
H -0.247 1.035 4.670  0.000
H -3.860 6.991 1.189  -0.002
H -1.947 1.462 4.923  0.002
H 1.363 -0.751 1.977  0.000
H -1.469 -7.600 -3.338  0.000
H -4.966 8.632 2.619  0.008
H 2.490 1.094 2.707  0.000
H 3.581 -2.340 -0.620  0.002
H 0.306 -7.943 -5.071  0.001
H 4.965 -2.279 -2.323  0.001
H -5.571 8.078 4.970  0.002
H 1.828 -4.343 -0.544  0.003
H 0.726 0.118 -0.520  0.007
H -4.428 -3.542 -0.225  0.000
H -1.075 -0.863 1.582  0.013
H 0.059 3.255 4.724  -0.001
H 1.913 -6.083 -5.530  0.000
H 6.124 -2.043 -6.493  0.000
H 4.612 0.947 -2.302  0.001
H -0.318 4.212 2.286  0.000
H 4.815 2.901 -0.772  0.000
H -2.706 -2.777 -1.874  0.002
H -2.634 0.643 2.886  0.007
H 2.874 3.641 0.532  0.001
H 1.827 -3.967 -4.217  0.000
H -2.285 2.850 -0.852  0.007
H 0.546 2.472 0.003  0.009
H -2.143 1.063 -1.234  0.019
H -1.597 3.622 4.267  0.001
H -1.600 -5.464 -2.094  0.001
H -1.250 -4.666 2.487  0.000
H 0.748 -0.769 3.614  0.000

Results
- LUMO energy (alpha / beta): -5.01 / -9.00 eV
- Net charge: +2
- Gap between HOMO and LUMO (alpha / beta): 7.7 / 4.2 eV
- HOMO energy (alpha / beta): -12.728 / -13.183 eV
- Energy relative to the best compared isomer or geometry (same formula, charge and spin): 0.0 kcal per mole
- Spin multiplicity: 5

***

3.
C42H41Cl3N4O2S2SnTe as an isolated structure in a non-equilibrium geometry, computed with the ωB97M-V functional and the def2-TZVPD basis.

Each line ends with the Mulliken charge.
Cartesian coordinates (Å):
Te -1.799 -4.337 -0.768  0.591
Sn -0.307 1.764 -0.847  1.239
Cl 2.490 4.713 -2.820  -0.079
Cl -1.725 3.666 -6.546  -0.212
Cl 1.901 3.578 -0.162  -0.026
S -2.769 0.035 -2.215  -0.428
S 1.450 -0.113 -5.191  -0.115
O -0.055 2.898 2.130  -0.524
O 0.414 0.790 0.748  -0.503
N -5.229 -0.363 -3.072  -0.146
N -0.418 -2.148 0.089  -0.154
N -3.651 -0.139 -4.712  -0.260
N 1.237 1.022 -2.926  0.499
C 0.680 0.858 3.109  0.858
C 1.164 -1.897 3.061  -0.580
C -1.955 3.807 -4.850  0.207
C 3.011 -2.969 -2.243  -1.128
C -6.328 -0.567 -4.003  -1.085
C -0.344 3.929 4.878  -0.342
C 4.261 -2.709 -1.698  -0.606
C 0.908 0.133 4.285  -1.093
C -2.458 4.045 -0.690  -1.519
C 4.362 -2.251 -0.394  -1.039
C 2.822 0.689 -4.555  -0.279
C 3.220 -2.033 0.360  -0.444
C -0.140 4.601 6.072  -0.695
C -0.100 -5.359 1.623  -0.120
C 2.909 4.714 -1.110  -0.709
C -2.321 4.015 -2.074  0.652
C 1.165 -1.226 4.285  0.279
C 1.868 -2.729 -1.504  0.171
C 1.861 2.981 5.042  -0.207
C -1.123 4.459 -2.700  -0.099
C 2.526 1.231 -3.348  -1.038
C 1.957 -2.251 -0.194  0.588
C 1.929 -6.632 1.374  -0.633
C 0.742 -1.924 0.575  0.683
C -1.662 -1.803 0.752  0.531
C 1.061 4.465 6.754  -0.453
C -2.545 -3.051 0.789  -1.471
C -3.956 -0.169 -3.410  0.204
C -0.939 4.342 -4.056  -0.620
C 0.641 3.085 4.374  0.519
C -3.166 3.411 -4.277  -0.641
C 2.072 3.677 6.221  -0.796
C 0.659 0.164 1.887  0.307
C -3.346 3.508 -2.921  -0.486
C 1.431 -1.992 5.552  -1.503
C 0.899 -1.224 1.883  -0.605
C -0.247 -5.344 0.243  0.472
C 0.676 -5.996 -0.571  -0.401
C 0.569 0.320 -3.800  -0.110
C 1.764 -6.638 -0.004  -0.642
C 0.995 -5.997 2.183  -0.528
C 0.390 2.327 3.113  0.343
H 3.022 3.595 6.733  0.411
H -0.022 4.675 -4.523  0.444
H -1.702 4.507 -0.065  0.473
H 0.893 -2.912 -1.935  0.497
H -4.361 -0.232 -5.419  0.206
H -0.825 -4.887 2.275  0.246
H 0.755 -2.844 5.633  0.370
H -2.461 -3.602 1.724  0.414
H 5.336 -2.064 0.038  0.497
H 3.941 4.395 -1.020  0.418
H -1.280 4.038 4.346  0.417
H 2.656 2.374 4.626  0.495
H -0.363 4.934 -2.092  0.583
H -5.425 -0.422 -2.089  0.249
H -0.921 5.230 6.479  0.412
H 0.854 0.655 5.229  0.551
H -1.525 -1.390 1.754  0.233
H 2.776 -7.138 1.815  0.429
H 3.312 -1.680 1.379  0.470
H 1.119 -6.010 3.258  0.486
H 3.198 1.803 -2.730  0.474
H -2.131 -1.042 0.123  -0.160
H -3.954 3.038 -4.917  0.512
H -3.373 3.721 -0.213  0.303
H 5.154 -2.847 -2.293  0.494
H -3.595 -2.831 0.608  0.563
H 1.213 4.973 7.697  0.412
H 1.359 -2.963 3.036  0.720
H -6.392 0.251 -4.723  0.339
H 2.477 -7.140 -0.643  0.445
H -4.288 3.214 -2.475  0.420
H -6.232 -1.513 -4.540  0.351
H 2.451 -2.381 5.561  0.339
H 2.938 -3.362 -3.248  0.531
H -0.461 0.023 -3.649  0.018
H -2.701 -0.001 -5.000  0.130
H 2.758 5.707 -0.701  0.409
H -7.257 -0.588 -3.442  0.359
H 3.753 0.707 -5.096  0.465
H 1.302 -1.364 6.431  0.372
H 0.546 -5.992 -1.648  0.377

Results
- LUMO energy (alpha / beta): -5.42 / -7.19 eV
- Net charge: +2
- Gap between HOMO and LUMO (alpha / beta): 7.2 / 4.4 eV
- HOMO energy (alpha / beta): -12.611 / -11.603 eV
- Energy relative to the best compared isomer or geometry (same formula, charge and spin): 31.0 kcal per mole

***

4.
C42H41ClIrO2P2 as an isolated structure in a non-equilibrium geometry, computed with the ωB97M-V functional and the def2-TZVPD basis.

Each line ends with the Löwdin spin population.
Cartesian coordinates (Å):
Ir 0.308 0.252 0.999  1.602
Cl -2.431 0.586 9.123  0.002
P 2.111 -0.005 -0.191  0.184
P -1.146 -0.921 -0.290  0.352
O -0.263 -1.560 3.150  0.102
O -1.016 0.489 2.540  0.145
C 5.937 -1.390 0.491  0.004
C -1.855 1.037 5.186  0.004
C 3.317 -2.142 1.104  0.012
C -2.544 -3.337 -0.883  0.013
C -1.446 -0.949 7.130  0.001
C 1.179 -0.045 -3.932  0.035
C -1.077 -1.173 5.802  0.003
C 3.863 3.323 -1.953  0.001
C -2.692 -2.482 1.380  0.014
C -4.524 1.482 -0.856  0.010
C -3.513 -3.545 1.739  -0.001
C -1.654 1.061 -3.308  0.377
C -3.730 0.354 -0.622  0.025
C -2.628 2.926 -0.450  0.004
C 3.403 4.376 -1.154  0.002
C -1.130 -1.206 -4.238  0.059
C 1.811 0.613 2.436  0.266
C 2.696 1.725 -0.546  0.033
C 1.448 -1.281 -1.288  0.414
C -3.971 2.768 -0.821  0.025
C -2.022 0.279 7.483  0.004
C -1.855 1.800 -0.179  0.071
C -1.175 1.821 -4.513  0.045
C -1.733 -0.273 -3.237  0.372
C 2.608 4.103 -0.038  0.004
C 3.619 2.000 -1.571  0.003
C 4.883 -0.535 0.164  0.005
C 0.117 -1.590 -1.372  0.290
C 2.198 2.795 0.212  0.023
C -2.193 -2.365 0.075  0.025
C -2.244 1.270 6.508  0.000
C -1.278 -0.188 4.831  0.006
C -2.345 0.508 -0.413  0.120
C 0.229 -0.769 -4.849  0.007
C 4.376 -2.999 1.405  0.003
C -0.818 -0.473 3.421  0.013
C 0.295 2.265 -4.410  0.037
C 1.183 1.271 -3.703  0.028
C 3.568 -0.932 0.438  0.018
C 5.683 -2.631 1.079  0.008
C -3.871 -4.498 0.786  0.014
C -3.397 -4.384 -0.524  0.000
H -1.793 2.732 -4.577  0.001
H -2.182 3.921 -0.377  0.000
H -5.590 1.368 -1.062  0.001
H -2.457 -0.743 -2.559  0.018
H 2.202 -1.905 -1.789  0.018
H -3.685 -5.129 -1.265  0.000
H 0.043 -0.201 -5.772  0.003
H 5.079 0.426 -0.306  0.000
H 3.663 5.404 -1.398  0.000
H -4.514 -5.330 1.070  0.001
H -1.005 -2.201 -3.791  0.009
H -0.615 -2.121 5.529  0.000
H -0.221 -2.390 -2.029  0.011
H 2.294 -2.415 1.369  0.001
H -2.416 -1.741 2.122  0.000
H -1.989 1.810 4.432  0.000
H 1.957 -0.315 3.016  0.013
H 4.092 1.179 -2.115  0.001
H -4.183 -0.638 -0.609  0.001
H 2.005 -0.662 -3.561  0.007
H -1.347 1.255 -5.441  0.007
H 2.284 4.901 0.630  0.000
H 1.376 1.380 3.097  0.028
H 0.742 -1.691 -5.170  0.000
H 1.980 1.723 -3.112  0.001
H -2.705 2.209 6.806  0.000
H -1.287 -1.699 7.896  0.000
H -1.854 -1.355 -5.057  0.028
H 6.961 -1.091 0.273  0.000
H 4.175 -3.956 1.882  0.000
H -2.056 1.706 -2.527  0.011
H -2.155 -3.287 -1.900  0.000
H 6.504 -3.318 1.283  0.000
H 2.789 0.974 2.083  0.017
H -3.863 -3.625 2.767  0.000
H -0.833 1.927 0.238  0.025
H 4.412 3.520 -2.875  0.000
H 0.679 2.472 -5.421  0.001
H 1.482 2.593 1.015  0.012
H -4.578 3.649 -1.057  0.001
H 0.320 3.228 -3.879  0.002

Results
- LUMO energy (alpha / beta): -5.61 / -9.55 eV
- Net charge: +2
- Gap between HOMO and LUMO (alpha / beta): 5.8 / 3.4 eV
- HOMO energy (alpha / beta): -11.395 / -12.930 eV
- Energy relative to the best compared isomer or geometry (same formula, charge and spin): 23.4 kcal per mole
- Spin multiplicity: 6

***

The calculated total energy results, record by record, are as follows: -3208.62975; -5126.29102; -4653.30884; -3021.88655 a.u..